C6H13ClOSi | wB97M-V/def2-TZVPD

XYZ file:
```
22
Properties=species:S:1:pos:R:3
Cl -0.84 0.85 3.00
Si 0.40 -0.07 1.63
O -1.46 -0.75 -0.64
C 0.12 -1.99 1.90
C -2.33 -0.60 -1.73
C 0.35 0.52 -1.62
C 0.81 1.72 -2.05
C -0.61 0.36 -0.50
C 2.13 0.78 1.75
H 2.78 0.03 1.27
H -3.02 0.16 -1.41
H 0.51 2.47 -1.45
H -1.73 -0.23 -2.53
H -0.07 -2.27 3.00
H 0.40 -0.31 -2.31
H -0.71 -2.41 1.33
H -2.73 -1.58 -1.76
H 2.44 1.01 2.71
H 1.50 1.84 -2.88
H 1.03 -2.40 1.46
H 2.17 1.67 1.02
H -1.17 1.20 -0.19
```

Summary:
HOMO = -0.3004 hartree
E = -1061.28873 Eh
ΔE to the lowest compared entry with this formula, charge and spin = 0.0 kcal/mol
Orbital gap = 8.949 eV

C14H32Al2BrClF2NaO5PS | wB97M-V/def2-TZVPD

XYZ file:
```
60
Properties=species:S:1:pos:R:3
Br -3.90 -1.65 1.18
Cl -1.68 -1.97 4.04
S 3.77 -0.90 1.35
P -1.31 0.39 1.27
Al 3.07 4.38 0.28
Al -3.62 4.36 3.83
Na 2.22 0.35 -0.04
F -3.12 -1.89 6.09
F 2.66 3.81 -4.52
O 0.10 1.43 1.11
O -1.19 -0.04 -0.36
O -3.07 -1.52 -3.69
O 2.08 1.56 -1.51
O 0.87 -4.59 -2.84
C -0.36 -1.12 2.00
C 2.48 2.26 -2.76
C -0.97 1.17 -1.07
C 0.66 -4.49 -1.54
C -0.73 3.46 0.19
C -0.05 2.07 -0.19
C -0.72 1.02 -2.55
C -1.54 3.51 2.54
C 1.37 2.52 -0.74
C -0.53 3.66 1.68
C 0.96 -1.48 1.31
C 0.34 -5.89 -0.95
C -0.58 -3.58 -1.32
C 2.14 -0.90 2.24
H 1.08 -2.56 1.36
H 0.12 -5.81 0.12
H -0.38 4.30 -0.41
H 1.62 2.64 -3.30
H -1.47 -3.97 -1.81
H -1.38 0.86 2.65
H -0.40 -2.57 -1.70
H 1.87 0.11 2.56
H -2.60 -0.55 1.33
H 3.13 3.11 -2.52
H -1.97 1.62 -1.04
H 0.15 0.39 -2.72
H 1.34 3.44 -1.35
H -0.58 1.99 -3.03
H -0.19 -0.87 3.05
H 0.47 3.88 2.02
H -0.81 -3.50 -0.25
H 2.22 -1.55 3.10
H -1.80 3.33 0.06
H -2.62 -1.57 -2.83
H 1.19 -6.56 -1.07
H -1.03 -1.98 1.96
H -1.61 0.55 -2.95
H 1.48 -4.06 -0.91
H -2.28 1.43 1.03
H -1.37 3.08 3.53
H 1.03 -1.11 0.27
H 2.01 2.77 0.19
H 3.61 -1.74 0.31
H -2.58 3.71 2.28
H -0.53 -6.33 -1.44
H 3.01 1.62 -3.45
```

Summary:
HOMO = -0.2178 hartree
E = -5548.55847 Eh
Orbital gap = 1.945 eV

C5H12NO2Si | wB97M-V/def2-TZVPD

XYZ file:
```
21
Properties=species:S:1:pos:R:3
Si 0.15 0.58 -0.06
O 2.36 1.90 0.07
O 3.90 0.21 0.05
N 1.64 -0.14 0.02
C -0.48 1.76 -1.48
C -0.36 1.48 1.49
C -1.20 -0.89 0.02
C 2.75 0.67 0.05
C 2.11 -2.57 -0.19
H 1.46 -3.00 0.46
H 1.64 -2.48 -1.12
H -1.30 -1.46 -0.98
H 0.37 2.28 -1.88
H -1.27 2.36 -1.11
H -2.15 -0.49 0.07
H -1.11 -1.62 0.86
H -1.06 1.26 -2.16
H 2.91 -2.05 0.33
H 0.36 2.10 2.03
H -1.17 2.33 1.41
H -0.67 0.89 2.34
```

Summary:
Charge = -1
HOMO (spin up / spin down) = -0.1858 / -0.1665 hartree
E = -692.39110 Eh
ΔE to the lowest compared entry with this formula, charge and spin = 81.8 kcal/mol
Orbital gap (spin up / spin down) = 8.493 / 7.404 eV